A cluster of 4 separate species, C25H24Br2NO6 in total at a distorted geometry, computed with ωB97M-V/def2-TZVPD.

Summary:
charge = +1
strongest force on any atom = 0.13241 hartree/bohr
orbital gap = 7.109 eV

Geometry (Å):
C (-4.08705, -0.26239, -6.67078)
C (-3.03276, 0.78743, -7.35020)
Br (-2.86333, 0.24572, -9.29520)
C (-1.54681, 0.84452, -6.67027)
Br (-1.17988, 2.73621, -6.09652)
C (-1.30643, -0.16525, -5.40430)
C (-1.00887, -1.71661, -5.90552)
C (-1.70184, -2.46209, -4.61605)
C (-2.37267, -1.29008, -3.65738)
N (-2.09634, 0.00102, -4.12514)
H (-3.70026, -1.35956, -6.54469)
H (-4.34712, 0.13573, -5.58330)
H (-5.10879, -0.26110, -7.27221)
H (-3.48813, 1.88486, -7.25606)
H (-0.70311, 0.57945, -7.47264)
H (-0.21615, 0.16516, -5.04588)
H (-1.57321, -2.03456, -6.90328)
H (0.16939, -1.83812, -6.02057)
H (-2.28069, -3.46568, -4.78019)
H (-0.78082, -2.79439, -3.94509)
H (-2.99683, -1.60866, -2.70331)
H (-2.39593, 0.91574, -3.68998)
C (-0.70299, 1.36465, -0.32263)
C (0.26233, 1.89501, 0.43446)
C (0.63296, 3.31908, 0.31666)
O (1.51774, 3.80487, 1.00780)
C (-0.10516, 4.13426, -0.66846)
C (-1.07049, 3.60390, -1.42556)
C (-1.44112, 2.17983, -1.30775)
O (-2.32590, 1.69403, -1.99889)
H (-0.98669, 0.32187, -0.24933)
H (0.81248, 1.31046, 1.16209)
H (0.17853, 5.17704, -0.74177)
H (-1.62064, 4.18845, -2.15319)
C (0.98853, -2.85316, 2.92763)
C (0.78074, -1.56351, 2.64484)
C (1.81977, -0.54632, 2.89966)
O (1.62971, 0.63458, 2.64300)
C (3.09717, -1.00944, 3.47723)
C (3.30496, -2.29909, 3.76001)
C (2.26593, -3.31628, 3.50519)
O (2.45599, -4.49718, 3.76186)
H (0.23678, -3.61191, 2.74760)
H (-0.15050, -1.20810, 2.22023)
H (3.84892, -0.25069, 3.65725)
H (4.23620, -2.65450, 4.18463)
C (3.32992, -0.89716, 8.33592)
C (2.25098, -0.64932, 9.08478)
C (1.25447, 0.36236, 8.68144)
O (0.26767, 0.59126, 9.36725)
C (1.49547, 1.08796, 7.41842)
C (2.57441, 0.84012, 6.66956)
C (3.57093, -0.17155, 7.07290)
O (4.55773, -0.40046, 6.38708)
H (4.07086, -1.63532, 8.61764)
H (2.05963, -1.17360, 10.01340)
H (0.75454, 1.82613, 7.13670)
H (2.76577, 1.36440, 5.74094)

Löwdin atomic charge list, values in e, 4 entries: number 1, C, carries -0.168; number 2, C, carries -0.716; number 3, Br, carries 0.621; number 4, C, carries -0.651



An isolated molecule of C25H24BrFN4O4 at a distorted geometry, computed with ωB97M-V/def2-TZVPD.

Summary:
charge = 0
strongest force on any atom = 0.02428 hartree/bohr
relative energy (zero: lowest compared OMol25 entry of this formula, charge and spin) = 0.000 eV
orbital gap = 7.803 eV

Geometry (Å):
N (0.20847, 2.24572, 2.99664)
C (-0.90799, 2.52775, 2.29915)
O (-2.00011, 2.11581, 2.64359)
C (-0.70796, 3.38921, 1.06707)
C (-1.17488, 2.66155, -0.20604)
N (-2.57098, 2.29642, -0.07493)
C (-3.29955, 1.94142, -1.15380)
O (-2.96824, 2.17497, -2.29470)
C (-4.54273, 1.12622, -0.79298)
C (-3.99164, -0.24730, -0.53523)
C (-3.47956, -0.98431, -1.59932)
C (-2.84040, -2.18947, -1.38447)
C (-2.72056, -2.66163, -0.08916)
Br (-1.78807, -4.29592, 0.22346)
C (-3.23822, -1.96002, 0.98409)
C (-3.86643, -0.74828, 0.75474)
C (-0.35033, 1.42419, -0.49700)
C (-0.49069, 0.26504, 0.27901)
C (0.18394, -0.88496, -0.02632)
C (1.03836, -0.98020, -1.14476)
N (1.61889, -2.14530, -1.50009)
C (1.98165, -3.20225, -0.59096)
C (3.38755, -2.95642, 0.00125)
C (3.48001, -1.55430, 0.52750)
C (4.04273, -0.53303, -0.22833)
C (4.04311, 0.77623, 0.21987)
C (3.48743, 1.09003, 1.44806)
C (2.93014, 0.09229, 2.22871)
C (2.92827, -1.20470, 1.75347)
F (2.35825, -2.16592, 2.51452)
C (1.20831, 0.21151, -1.89827)
N (2.14110, 0.31755, -2.95422)
O (2.44190, 1.42904, -3.34970)
O (2.65185, -0.70440, -3.41273)
C (0.50604, 1.37682, -1.56844)
H (1.12204, 2.52676, 2.69009)
H (0.13018, 1.66570, 3.81677)
H (-1.31553, 4.28833, 1.18809)
H (0.33658, 3.67644, 0.95328)
H (-1.09004, 3.34130, -1.06181)
H (-2.85951, 2.02248, 0.85763)
H (-5.03988, 1.53129, 0.08693)
H (-5.22321, 1.12690, -1.64360)
H (-3.56105, -0.59254, -2.60161)
H (-2.42981, -2.74984, -2.21012)
H (-3.13961, -2.34512, 1.98760)
H (-4.25333, -0.18903, 1.59417)
H (-1.15866, 0.26216, 1.12580)
H (0.03509, -1.75153, 0.59532)
H (2.20180, -2.07905, -2.33346)
H (1.25329, -3.28312, 0.21414)
H (1.97865, -4.14378, -1.14407)
H (4.13866, -3.10101, -0.77636)
H (3.55916, -3.67955, 0.79909)
H (4.48156, -0.77075, -1.18630)
H (4.47601, 1.55168, -0.39277)
H (3.50347, 2.11009, 1.80241)
H (2.50237, 0.29741, 3.19746)
H (0.65214, 2.24143, -2.19835)

Löwdin atomic charge list, values in e, 4 entries: number 1, N, carries 0.196; number 2, C, carries -0.552; number 3, O, carries 0.038; number 4, C, carries -0.036



A structure of composition C25H24BrN7O7S3V at a distorted geometry, computed with ωB97M-V/def2-TZVPD.

Summary:
multiplicity = 3
charge = -1
strongest force on any atom = 0.09807 hartree/bohr
orbital gap (spin up / spin down) = 6.808 / 6.888 eV

Geometry (Å):
V (-0.64696, 0.08657, 0.61895)
N (-4.95638, -2.09908, -1.08150)
N (-4.16271, -3.18693, -0.54656)
C (-2.79476, -3.10287, -0.71997)
N (-2.04427, -4.16827, -0.38145)
S (-2.11096, -1.64868, -1.24915)
H (-4.29899, -1.30626, -1.25971)
H (-5.52164, -1.89511, -0.21689)
H (-4.64071, -4.00615, -0.85783)
H (-2.44288, -5.06152, -0.13670)
H (-1.03169, -4.10322, -0.15823)
C (5.09969, -3.21241, 5.30914)
C (3.95636, -2.97276, 4.38846)
C (4.05988, -3.51353, 3.10876)
C (3.07812, -3.32071, 2.13522)
C (1.99132, -2.45989, 2.44185)
C (1.97606, -1.78759, 3.70581)
C (2.92203, -2.13844, 4.66765)
S (0.66198, -2.19718, 1.23201)
O (1.04768, -1.13878, 0.24404)
O (0.42868, -3.56197, 0.64633)
N (-0.67323, -1.45021, 1.77125)
C (-1.72604, -1.86141, 2.64780)
C (-2.90817, -0.98590, 2.10106)
O (-4.04964, -1.25180, 2.44972)
O (-2.66825, 0.14196, 1.49884)
H (5.12319, -4.26646, 5.64816)
H (5.05605, -2.54236, 6.22018)
H (6.07267, -2.96042, 4.80815)
H (4.93718, -4.14289, 2.91223)
H (3.21702, -3.76219, 1.16036)
H (1.20325, -1.09635, 3.97000)
H (2.69701, -1.90504, 5.70182)
H (-1.52083, -1.65118, 3.66520)
H (-1.84429, -2.90486, 2.51927)
Br (2.86423, 4.16640, 4.52473)
C (1.86992, 3.08980, 3.35579)
C (0.50626, 3.07542, 3.61254)
C (-0.26877, 2.23607, 2.78368)
C (0.31413, 1.35436, 1.84341)
C (1.61391, 1.56669, 1.50853)
C (2.36502, 2.52532, 2.23587)
H (-0.03454, 3.64821, 4.37168)
H (-1.37306, 2.21498, 2.83575)
H (2.04663, 1.01841, 0.74953)
H (3.35072, 2.70249, 1.87366)
O (2.22501, 3.80710, -6.66703)
S (1.61596, 2.62662, -7.36397)
O (1.70114, 1.42952, -6.51512)
O (1.76536, 2.53982, -8.78647)
C (-0.06552, 3.07053, -6.71141)
N (-1.00892, 3.60396, -7.48844)
C (-2.04641, 4.02464, -6.78436)
C (-2.22949, 3.78361, -5.46719)
C (-1.23672, 3.08552, -4.78336)
N (-0.12434, 2.81631, -5.43667)
C (-1.21711, 2.59463, -3.40208)
C (-2.23273, 2.79308, -2.39070)
C (-2.08459, 2.29684, -1.14565)
N (-0.96173, 1.65387, -0.73757)
C (-0.03366, 1.36167, -1.65227)
C (-0.10631, 1.82887, -2.97113)
H (-2.79098, 4.64577, -7.31637)
H (-3.22647, 3.94049, -5.02817)
H (-3.19318, 3.29193, -2.58783)
H (-2.90571, 2.41456, -0.40819)
H (0.76742, 0.68682, -1.28431)
H (0.64879, 1.53961, -3.73117)

Löwdin atomic charge list, values in e, 4 entries: number 1, V, carries 0.801; number 2, N, carries -0.017; number 3, N, carries -0.081; number 4, C, carries -0.795



A structure of composition C25H24ClFeN7OSi, computed with ωB97M-V/def2-TZVPD.

Summary:
multiplicity = 2
charge = +1
strongest force on any atom = 0.00304 hartree/bohr
relative energy (zero: lowest compared OMol25 entry of this formula, charge and spin) = 0.000 eV
orbital gap (spin up / spin down) = 6.763 / 6.752 eV

Geometry (Å):
Fe (-0.54188, 0.07155, 0.12983)
Cl (3.75416, 0.45356, 5.89161)
C (2.49912, 0.39577, 4.70140)
C (1.15578, 0.46288, 5.10883)
C (0.14840, 0.42119, 4.18363)
C (0.41539, 0.30997, 2.79907)
O (-0.59887, 0.28833, 1.98196)
C (1.77634, 0.24073, 2.40048)
C (2.18703, 0.11485, 1.04560)
N (1.39099, 0.02498, 0.02551)
C (1.89053, -0.05404, -1.29592)
C (3.20333, -0.05732, -1.69559)
C (3.53279, -0.15591, -3.06284)
C (2.56492, -0.25133, -4.02171)
C (1.20317, -0.25220, -3.64523)
C (0.13494, -0.36216, -4.56466)
C (-1.15183, -0.36670, -4.10746)
C (-1.38553, -0.26328, -2.72556)
N (-0.41565, -0.15933, -1.84547)
C (0.87711, -0.14871, -2.28213)
C (2.80120, 0.28720, 3.37707)
H (0.92826, 0.54711, 6.16300)
H (-0.88779, 0.47161, 4.48984)
H (3.26201, 0.09750, 0.88163)
H (4.01048, 0.00858, -0.97994)
H (4.57672, -0.15891, -3.34491)
H (2.82413, -0.32957, -5.06924)
H (0.35147, -0.44459, -5.62229)
H (-1.99300, -0.45042, -4.78003)
H (-2.39452, -0.27270, -2.33389)
H (3.83592, 0.23373, 3.06198)
N (-4.66499, 0.81101, 0.56693)
C (-3.71899, -0.12182, 0.44824)
N (-2.56486, 0.46886, 0.21279)
C (-2.88498, 1.80021, 0.20182)
N (-4.15493, 2.04354, 0.40372)
C (-1.84553, 2.80245, -0.01446)
C (-2.06566, 4.17355, -0.02277)
N (-1.07081, 5.02730, -0.22195)
C (0.14136, 4.51833, -0.40621)
C (0.37044, 3.14821, -0.39508)
N (-0.62617, 2.29512, -0.20156)
H (-5.64681, 0.69034, 0.75691)
H (-3.89492, -1.17778, 0.54721)
H (-3.05738, 4.57879, 0.13347)
H (0.95562, 5.21337, -0.56742)
H (1.36069, 2.73425, -0.53943)
C (-2.23697, -3.06490, 0.11986)
Si (-0.52505, -2.28868, 0.26734)
C (0.52581, -3.08120, -1.08167)
C (0.18409, -2.81917, 1.92019)
H (-2.11835, -4.14455, -0.00198)
H (-2.80222, -2.70631, -0.74386)
H (-2.82383, -2.91503, 1.02824)
H (0.51310, -4.16196, -0.91334)
H (1.56942, -2.76442, -1.05492)
H (0.14066, -2.90723, -2.08865)
H (0.17842, -3.91249, 1.95721)
H (-0.40678, -2.44957, 2.75908)
H (1.21447, -2.49258, 2.06565)

Löwdin atomic charge list, values in e, 4 entries: number 1, Fe, carries 0.412; number 2, Cl, carries 0.686; number 3, C, carries -0.669; number 4, C, carries -0.070